(1)
DFT (ωB97M-V/def2-TZVPD) results for an isolated molecule of C5H9Cl in a non-equilibrium geometry.

Last column: Mulliken charge in e.
Positions of all 15 atoms, in Å:
1 H -2.36019 0.56975 1.25435  0.247
2 C 2.45333 -0.59580 0.37011  -0.353
3 H 1.34484 -0.56876 -1.49793  0.241
4 H -3.17653 1.04387 -0.26179  0.335
5 H -1.14977 0.15866 -1.56380  0.273
6 H -1.82671 -1.04758 -0.55458  0.238
7 Cl 3.52542 0.73382 -0.18054  -0.214
8 H -1.74464 1.90649 0.28223  0.311
9 H 0.06472 -0.26551 1.16369  0.206
10 C -1.28192 -0.11886 -0.51356  -0.231
11 C -2.15946 0.88088 0.14489  -1.170
12 H 2.03777 -0.44919 1.42475  0.231
13 C 1.20822 -0.46895 -0.39214  -0.121
14 C 0.01597 -0.31912 0.12109  -0.304
15 H 3.04894 -1.45970 0.20323  0.312

Summary:
LUMO energy (eV): 1.1
Charge: 0
Energy (eV): -17852.3734
Strongest force on any atom (eV/Å): 3.93
Highest occupied orbital energy (eV): -9.706
Energy above the lowest of the compared OMol25 structures with the same formula, charge and spin (kcal/mol): 22.07

(2)
DFT (ωB97M-V/def2-TZVPD) results for a structure of composition C14H20AuCl2N2O2Te.

Last column: Mulliken charge in e.
Positions of all 42 atoms, in Å:
1 N 2.19522 -2.87210 1.52992  -0.643
2 H -4.13286 -1.64146 -2.80872  0.221
3 C -3.75795 -0.97250 -2.03960  -0.949
4 Au 1.12133 -1.24114 -0.73121  0.144
5 H 3.51002 0.23706 4.15562  0.284
6 H 0.19360 -0.46378 2.49656  0.412
7 O 2.78930 2.12471 -1.37191  -0.629
8 C 2.22918 -1.87298 2.11680  0.597
9 H 4.13993 3.20361 -0.35654  0.413
10 O 2.93758 2.16673 0.87718  -0.567
11 Cl 4.34061 -0.69637 -0.29147  0.018
12 H 0.93138 0.61124 3.70404  0.254
13 N 2.23380 -0.77826 2.85617  0.017
14 C -4.09669 0.28583 -0.05465  -0.932
15 C -1.92572 0.31987 -1.12702  -0.292
16 H 6.19763 0.62483 -0.79610  0.281
17 C 1.07827 0.12166 2.73977  -0.919
18 H -1.00917 -0.21527 -3.69034  0.356
19 Cl 7.01000 -1.54098 -1.22227  -0.201
20 C -2.78123 0.73399 -0.09130  1.130
21 C -2.31436 1.66493 0.99834  -1.423
22 H 5.45756 -0.10095 -2.25298  0.308
23 H -0.85692 -1.76527 -2.90223  0.207
24 C -2.43496 -0.53650 -2.11197  1.313
25 H 1.25746 0.87503 1.96832  0.238
26 H -4.74256 0.61414 0.75497  0.273
27 H -2.20581 -1.49240 -4.02128  0.366
28 C 3.27285 2.48928 -0.28018  -0.170
29 H -6.72855 -0.22581 -1.16449  0.292
30 C -4.60504 -0.57374 -1.01983  0.577
31 C -1.58647 -1.02911 -3.25165  -1.458
32 H 3.66425 0.71447 2.44351  0.253
33 H -6.22000 -1.83348 -1.68467  0.344
34 H -1.39578 1.30197 1.46003  0.108
35 H -6.27562 -1.43202 0.03495  0.338
36 C 5.76159 -0.26905 -1.22673  -0.433
37 Te 0.11355 1.05342 -1.18137  0.041
38 C -6.03465 -1.04383 -0.95635  -1.406
39 C 3.51736 -0.12514 3.12576  -0.863
40 H -3.08342 1.77346 1.76451  0.358
41 H 4.32071 -0.84960 3.00824  0.379
42 H -2.08542 2.65546 0.60015  0.366

Summary:
LUMO energy (eV): 2.4
Charge: -1
Energy (eV): -57949.2785
Strongest force on any atom (eV/Å): 0.51
Highest occupied orbital energy (eV): -4.203
Energy above the lowest of the compared OMol25 structures with the same formula, charge and spin (kcal/mol): 18.39

(3)
DFT (ωB97M-V/def2-TZVPD) results for the ion C6H9N2O2 with charge -1 in a non-equilibrium geometry.

Last column: Mulliken charge in e.
Positions of all 19 atoms, in Å:
1 N -1.31051 1.31683 -1.10431  -1.227
2 C -1.15297 -0.20541 0.17899  -0.395
3 H 0.28633 -0.47396 -2.51146  0.327
4 C 0.76660 -0.11140 -1.54111  -1.490
5 H -0.63037 -0.95536 2.06507  0.211
6 O -4.09254 -0.83083 -0.29471  -0.637
7 H 0.48692 2.54467 0.27412  0.447
8 H 0.27646 1.42959 1.49718  0.273
9 O -4.16913 1.20775 -1.32410  -0.619
10 H -0.51136 -2.11229 0.73894  0.260
11 C -3.72128 0.24034 -0.74234  0.497
12 C -1.13934 -1.33147 1.15447  -1.134
13 H -2.19269 -1.56681 1.30547  0.296
14 H 0.80064 -1.10353 -1.10983  0.257
15 C 0.69300 1.52559 0.45908  -1.534
16 H 1.80626 1.16924 0.38932  0.330
17 C -0.06539 0.62938 -0.56126  2.177
18 H 1.66132 0.41316 -1.78738  0.429
19 N -2.09347 0.42354 -0.47546  0.531

Summary:
LUMO energy (alpha / beta) (eV): 3.6 / 3.6
Charge: -1
Energy (eV): -13441.2222
Strongest force on any atom (eV/Å): 4.44
Highest occupied orbital energy (alpha / beta) (eV): -2.543 / -2.542
Energy above the lowest of the compared OMol25 structures with the same formula, charge and spin (kcal/mol): 104.72

(4)
DFT (ωB97M-V/def2-TZVPD) results for a cluster of 3 separate species, C24H50BNO10PS in total in a non-equilibrium geometry.

Last column: Mulliken charge in e.
Positions of all 88 atoms, in Å:
1 H 0.33028 1.97299 0.95698  0.270
2 O 0.17125 1.03454 4.40359  -0.173
3 C 1.42288 4.99767 3.53425  -0.589
4 H 0.99554 2.85490 7.88474  0.305
5 H -0.87411 7.97626 3.22440  0.348
6 H 1.42394 4.13258 4.20672  0.187
7 H 0.19731 -0.46506 5.85259  0.478
8 C -0.67471 -4.15726 -2.98289  1.786
9 C -0.32239 7.72649 4.13632  -0.671
10 O 2.20596 -3.39579 -4.95058  -0.512
11 H 2.56481 8.37852 2.74390  0.245
12 C -1.70137 -0.92960 -3.49717  -0.325
13 H 1.51317 -1.23454 0.33409  0.317
14 H -2.54165 -6.88802 -2.18377  0.264
15 H 3.13427 -0.48995 0.17646  0.526
16 O -0.88388 -1.29988 -1.03195  -1.014
17 O -3.94872 -1.29966 -2.67400  -0.512
18 C -0.40945 6.24034 4.40625  -0.414
19 C 2.14446 -0.60074 -0.28215  -1.602
20 H 2.35251 1.37967 -0.95535  0.481
21 H 1.25548 -6.17863 -4.24429  0.231
22 H 1.80624 4.68260 2.56556  0.192
23 H 3.03863 -6.23082 -4.11998  0.412
24 C -0.88006 0.09559 -0.92072  -1.148
25 H 2.88162 -2.71179 -4.96296  0.333
26 H 0.82078 2.91933 -1.86752  0.422
27 C -0.79769 -4.20848 -4.51101  -1.709
28 H 1.19117 7.46135 2.09425  0.300
29 O 1.01893 8.17716 4.04452  -0.377
30 H -0.94598 0.32384 0.15209  0.333
31 H 2.31510 -1.05485 -1.25846  0.164
32 H -0.78581 8.26382 4.96989  0.380
33 H -1.20135 0.03935 -3.62663  0.230
34 H 0.10579 5.99109 5.34043  0.321
35 O 0.47484 -2.18716 -2.84166  -0.620
36 H -0.67846 2.34565 -2.55961  0.491
37 C 0.47987 -0.28666 4.81210  -0.954
38 H 1.08470 9.23349 2.26263  0.319
39 B -0.95704 -1.86200 -2.36855  1.220
40 O -0.54908 1.66603 7.18178  -0.421
41 H -1.43535 -6.12054 -8.03469  0.325
42 N -1.01045 -5.77812 -7.17856  -0.572
43 H 1.15962 1.10203 8.12070  0.255
44 C -2.01343 -4.99087 -5.05310  -0.225
45 C 0.71957 -3.50203 -2.59342  1.554
46 C 0.36145 0.83295 -1.43858  1.084
47 C -1.97802 -4.91394 -6.54658  0.215
48 O -1.54019 -3.22947 -2.37375  -0.893
49 H 1.23826 0.68084 1.66091  0.199
50 C 1.47827 8.31460 2.71205  -0.694
51 H -0.63777 2.69938 -0.82734  0.346
52 O -2.70719 -4.21263 -7.20334  -0.598
53 C -0.05687 2.30360 -1.65980  -2.032
54 H -3.43036 0.45804 -3.46208  0.389
55 H -0.39581 3.22518 5.82224  -0.009
56 H -1.53195 2.05852 3.99268  0.402
57 C -1.02850 2.35715 6.03826  -0.170
58 H 2.03361 -6.29105 -2.67604  0.243
59 H -1.78340 0.55154 -1.35426  0.195
60 H -0.21062 -5.22438 -7.47158  0.247
61 C -2.22198 -5.86657 -1.98813  -0.941
62 H 1.41776 1.80014 6.50913  0.275
63 H 2.09494 2.13094 1.21030  0.312
64 C -1.11078 1.47214 4.81537  -0.609
65 O 0.10144 5.47051 3.33461  -0.311
66 C -3.12364 -0.57665 -3.17864  -0.451
67 H -2.89554 -5.17318 -1.49881  0.292
68 H -2.03109 2.72192 6.28316  0.397
69 C -0.98371 -5.49892 -2.35814  -1.042
70 H -1.77371 0.62022 4.99578  0.396
71 H 0.08284 -4.68074 -4.94671  0.459
72 H -2.95765 -4.61560 -4.66636  0.326
73 H -0.83755 -3.20317 -4.92668  0.207
74 H 2.07314 5.77595 3.94121  0.382
75 C 1.29166 1.46267 0.89733  -1.455
76 C 1.55685 0.80043 -0.46774  0.761
77 H -1.46380 5.96626 4.51740  0.381
78 H -0.16083 -6.19923 -2.22489  0.156
79 H 0.70464 0.47795 -2.41192  0.287
80 H -1.71571 -1.39442 -4.48684  0.535
81 P 2.30699 -4.04689 -3.41977  -0.237
82 H -0.02535 -1.01428 4.16891  0.295
83 C 0.82854 1.87277 7.42597  -0.692
84 S 0.99258 -3.93430 -0.78494  -0.307
85 H 1.55594 -0.41835 4.70859  0.229
86 C 2.12219 -5.85026 -3.67095  -0.902
87 H 2.01912 -4.79315 -0.89299  0.103
88 H -1.85593 -6.03937 -4.80225  0.379

Summary:
LUMO energy (eV): 2.2
Charge: -1
Energy (eV): -68465.0889
Strongest force on any atom (eV/Å): 2.37
Highest occupied orbital energy (eV): -5.268

(5)
DFT (ωB97M-V/def2-TZVPD) results for a cluster of 2 separate species, C4H8N2 in total.

Last column: Mulliken charge in e.
Positions of all 14 atoms, in Å:
1 H -0.83829 1.33277 1.20665  0.262
2 H -1.98533 -2.52732 0.41987  0.273
3 C -1.06479 -1.43029 -1.11979  0.565
4 H 2.65193 1.33042 0.66811  0.258
5 H 2.45057 1.28890 -1.19444  0.254
6 H 0.29570 -0.24060 -1.52359  0.501
7 H 0.77607 1.42290 1.97739  0.387
8 C 1.99510 1.23005 -0.20499  -0.236
9 H -3.04060 -1.32757 -0.55702  0.238
10 C -2.07816 -1.78509 -0.36298  -0.927
11 N 0.75150 1.02646 -0.11483  -0.399
12 H 0.08052 -0.14517 1.47156  0.256
13 N -0.16592 -1.09085 -1.87857  -0.614
14 C 0.17171 0.91539 1.21263  -0.816

Summary:
LUMO energy (eV): 1.0
Charge: 0
Energy (eV): -7255.6070
Strongest force on any atom (eV/Å): 0.74
Highest occupied orbital energy (eV): -8.695
Energy above the lowest of the compared OMol25 structures with the same formula, charge and spin (kcal/mol): 52.31

(6)
DFT (ωB97M-V/def2-TZVPD) results for a structure of composition CF3O3STl in a non-equilibrium geometry.

Last column: Mulliken charge in e.
Positions of all 9 atoms, in Å:
1 F -0.65467 1.28163 -1.90297  0.045
2 O 0.41540 1.47721 1.02740  -0.269
3 O -1.73377 0.36925 0.66774  -0.267
4 Tl 0.77374 -2.60857 3.53266  0.958
5 F 1.34134 0.58158 -1.52639  0.043
6 S -0.29681 0.27575 0.60744  1.080
7 F -0.24105 -0.76089 -1.93894  0.025
8 C 0.10855 0.36798 -1.49924  0.721
9 O 0.28726 -0.98394 1.03230  -0.336

Summary:
LUMO energy (eV): -15.1
Charge: +2
Energy (eV): -30835.5485
Strongest force on any atom (eV/Å): 8.96
Highest occupied orbital energy (eV): -21.165
Energy above the lowest of the compared OMol25 structures with the same formula, charge and spin (kcal/mol): 0.81